# 1
Molecular formula: C4H12F3InO2S2
Method: DFT, the ωB97M-V functional and the def2-TZVPD basis

```
24
C4H12F3InO2S2 (the ωB97M-V functional and the def2-TZVPD basis)
O -1.34283 1.17730 -1.66796
H -0.56972 -1.46901 -3.16197
H 1.21832 -3.18599 1.26107
H 0.12332 -1.03099 4.42549
H 1.26744 0.23646 4.36833
O 1.14229 -0.29873 1.65535
H -2.77635 2.47925 -4.01140
H 0.36997 -0.04332 -3.32194
C -1.93019 1.82292 -4.21714
C 1.18867 -0.84827 4.27878
S -1.91817 0.55592 -2.89320
H 0.25007 -3.14335 2.56955
H 1.73516 -1.31119 5.09921
F -1.61838 0.77408 2.98008
F 1.31684 3.56130 -0.97948
H -1.01861 2.42038 -4.20244
H 1.90216 -3.65661 2.78725
S 1.85641 -1.20668 2.60710
H -0.79555 -0.51877 -4.70544
H -2.10119 1.45965 -5.23016
In -0.26103 2.07327 0.84334
C 1.28357 -2.89520 2.31176
C -0.56973 -0.49212 -3.64335
F 1.24752 3.53971 2.84717
```

Energy (Eh): -1595.848730

These are the natural (NBO) partial charges, in e, on atoms 1 to 2: -1.040, 0.237

# 2
Molecular formula: C4H12FO4Sr2
Method: DFT, the ωB97M-V functional and the def2-TZVPD basis

```
23
C4H12FO4Sr2 (the ωB97M-V functional and the def2-TZVPD basis)
F -0.83480 -0.56751 1.90720
Sr -1.84761 -2.56862 0.44060
H -2.81434 1.33966 -3.28995
O -1.95011 1.96060 -1.45954
O 1.59535 0.27381 0.21079
H -1.26595 0.17874 -0.52449
H -0.56772 0.25868 -2.84326
H 3.82188 -1.16963 2.30782
H 1.06603 -0.69494 2.66816
H -3.40987 0.54230 -1.83236
H 3.62050 0.03646 0.20614
O -1.24636 -0.64536 -1.04415
H 2.53612 -1.88039 1.30695
H -2.19700 2.83416 -1.78429
H 0.89979 -0.01537 0.80802
Sr -2.29164 0.72801 3.37845
C 2.83670 0.20418 0.94563
C -2.50976 0.96604 -2.31407
H 3.05203 1.12725 1.48494
O 1.95775 -0.80883 2.99464
H -1.80597 -0.97907 -3.01835
C -1.49136 -0.13109 -2.41484
C 2.84636 -0.98910 1.86597
```

Net charge: +3
Energy above the lowest of the compared OMol25 structures with the same formula, charge and spin (kcal/mol): 12.9

These are the natural (NBO) partial charges, in e, on atoms 1 to 2: -0.956, 1.955

# 3
Molecular formula: C4H12INSi
Method: DFT, the ωB97M-V functional and the def2-TZVPD basis

```
19
C4H12INSi (the ωB97M-V functional and the def2-TZVPD basis)
C -0.00276 -1.97905 1.03390
I 2.95383 -0.46003 -1.26224
H -2.15668 1.48550 0.46651
H -2.72653 0.03705 1.26069
H -1.85981 -0.69800 -1.65491
H -0.50574 0.48507 -2.24098
C 1.91375 1.59692 -0.54411
C -0.72662 -0.44419 -1.70126
H 1.18741 1.98488 -1.34208
H 2.86178 2.03802 -0.56117
N 1.12773 1.54179 0.52715
H 1.33742 1.10173 1.42565
H -1.47964 1.10180 2.04662
Si -0.55015 -0.23849 0.18600
H 0.72348 -2.41032 0.26808
H -0.06337 -1.32524 -2.14030
C -1.95801 0.63661 1.13534
H 0.67618 -1.81675 1.78606
H -0.75227 -2.63731 1.31105
```

Energy above the lowest of the compared OMol25 structures with the same formula, charge and spin (kcal/mol): 56.4

These are the natural (NBO) partial charges, in e, on atoms 1 to 2: -1.086, -0.332

# 4
Molecular formula: C4H12IO2
Method: DFT, the ωB97M-V functional and the def2-TZVPD basis

```
19
C4H12IO2 (the ωB97M-V functional and the def2-TZVPD basis)
H 4.62322 -3.94654 0.71252
H -1.09324 2.99128 -0.54736
H 2.87131 -3.76474 0.71560
H -0.84806 0.73664 0.59976
C 3.79144 -3.43823 1.20024
H -2.27445 3.14602 0.79871
H -2.70353 3.51663 -0.94585
H -1.61862 0.94554 -1.90053
C -1.92592 0.57466 0.60877
O 3.87156 -1.96405 1.19922
H -3.65836 1.51686 -0.05731
H -2.26364 0.74678 1.63073
C -2.13814 2.89357 -0.25285
H 3.67145 -1.66347 0.30972
O -2.55453 1.02378 -1.70168
I 3.22952 -0.45988 -4.54659
H 3.79033 -3.87675 2.19813
H -2.14808 -0.46619 0.37349
C -2.62230 1.48808 -0.39472
```

Net charge: -1
Energy above the lowest of the compared OMol25 structures with the same formula, charge and spin (kcal/mol): 23.6

These are the natural (NBO) partial charges, in e, on atoms 1 to 2: 0.166, 0.204

# 5
Molecular formula: C4H12InO4
Method: DFT, the ωB97M-V functional and the def2-TZVPD basis

```
21
C4H12InO4 (the ωB97M-V functional and the def2-TZVPD basis)
O 0.56240 0.64804 2.28573
C -0.65777 -0.04441 2.68675
H 2.09076 -0.99172 -2.15631
C 0.59578 0.42223 -2.67731
H 2.15547 -0.31903 0.01839
H 1.27498 1.15913 -3.14440
O -1.52058 -0.11431 0.40252
H -1.36856 0.72743 3.01493
H 0.61687 -1.32640 -1.21265
H -2.01321 -1.48185 1.90743
O 1.64846 0.27042 -0.58107
H 1.10018 0.69467 3.10925
O -0.48473 1.09627 -2.05419
In -0.05846 2.38633 0.14339
C 1.20876 -0.51984 -1.67514
H -0.50335 -1.71317 1.18311
H -1.10007 1.49289 -2.71060
H -0.50879 -0.64779 3.58960
H 0.17876 -0.15317 -3.52840
H -2.07254 -0.67267 -0.16272
C -1.14435 -0.91306 1.56170
```

Net charge: +3
Energy above the lowest of the compared OMol25 structures with the same formula, charge and spin (kcal/mol): 49.2

These are the natural (NBO) partial charges, in e, on atoms 1 to 2: -0.637, -0.144

# 6
Molecular formula: C4H12KO4
Method: DFT, the ωB97M-V functional and the def2-TZVPD basis

```
21
C4H12KO4 (the ωB97M-V functional and the def2-TZVPD basis)
C -10.35361 6.74771 -20.48723
H -10.39570 11.67328 -19.85349
H -12.13563 6.60088 -20.69274
O -9.38198 5.47591 -18.73081
O -11.63042 7.15225 -20.09078
O -8.04357 9.58549 -18.68584
C -9.92772 5.32630 -20.01983
C -9.20858 10.32089 -18.55142
H -9.58352 7.48339 -20.25517
H -8.77949 11.13588 -17.96852
H -8.54421 11.16907 -21.53263
H -7.51823 10.08138 -19.31805
H -8.42483 5.45969 -18.80286
H -10.79425 4.66908 -20.09263
H -10.19216 10.14899 -20.63406
C -9.71606 10.82392 -19.92280
O -8.52069 11.34504 -20.58919
H -9.95826 9.82094 -17.93811
H -10.35224 6.69794 -21.57609
K -10.98681 7.19199 -16.97553
H -9.14231 4.89000 -20.63696
```

Net charge: +2
Energy above the lowest of the compared OMol25 structures with the same formula, charge and spin (kcal/mol): 0.0
2S+1: 2

These are the natural (NBO) partial charges, in e, on atoms 1 to 2: -0.104, 0.258

# 7
Molecular formula: C4H12Li2O6
Method: DFT, the ωB97M-V functional and the def2-TZVPD basis

```
24
C4H12Li2O6 (the ωB97M-V functional and the def2-TZVPD basis)
O 0.69912 -4.15508 -2.07711
Li -1.37981 4.09326 0.69595
O 2.03017 1.38806 2.31400
C 1.44876 -0.63212 4.01958
O -0.82006 -6.68065 2.57514
H 1.33874 1.69153 4.16081
H -2.55555 2.52002 -4.74998
H 2.18550 -1.36417 3.68877
Li -0.49957 -0.67136 -0.22718
C -1.73937 2.85367 -4.10918
O -2.14387 2.48618 -2.81157
C 1.90870 0.91759 3.64671
C -1.15734 4.31549 -4.25872
H 0.05949 -4.70641 -2.52783
H -0.32802 4.27620 -4.96496
H -0.57059 -5.76692 2.71337
H 2.84838 0.98277 4.19519
H 1.38275 -0.81945 5.09133
O -0.65331 5.06857 -3.12338
H -1.05438 2.04309 -4.35785
H 1.49847 -4.68130 -2.05813
O 0.22544 -1.06368 3.50885
H -1.85342 4.95634 -4.79993
H -0.87020 -7.05164 3.45610
```

Net charge: -2
Energy above the lowest of the compared OMol25 structures with the same formula, charge and spin (kcal/mol): 272.8

These are the natural (NBO) partial charges, in e, on atoms 1 to 2: -0.933, 0.745

# 8
Molecular formula: C4H12N2
Method: DFT, the ωB97M-V functional and the def2-TZVPD basis

```
18
C4H12N2 (the ωB97M-V functional and the def2-TZVPD basis)
H 1.24772 -0.51723 -0.13036
H -0.28819 -2.70599 -0.10120
N 0.78940 1.36543 -0.83301
H 0.08264 1.46298 -0.11672
C 1.77424 0.42329 -0.33220
H -2.92897 -0.86352 1.48642
C -3.00061 -1.96667 1.42506
C -0.92338 -1.99579 0.40654
H -1.30546 -1.11715 -0.16023
C 1.36470 2.64860 -1.18820
H -0.29455 -1.51329 1.20553
N -1.96117 -2.73793 1.02150
H 2.56836 0.23705 -1.06223
H 1.95918 3.09991 -0.37503
H 2.23952 0.84671 0.56206
H -3.93944 -2.43220 1.75872
H 2.05469 2.48329 -2.02194
H 0.56135 3.28250 -1.54470
```

Net charge: -1
Energy above the lowest of the compared OMol25 structures with the same formula, charge and spin (kcal/mol): 33.7
2S+1: 2

These are the natural (NBO) partial charges, in e, on atoms 1 to 2: 0.235, 0.168

# 9
Molecular formula: C4H12N2
Method: DFT, the ωB97M-V functional and the def2-TZVPD basis

```
18
C4H12N2 (the ωB97M-V functional and the def2-TZVPD basis)
C -0.02195 -2.87161 -0.89289
H 0.00374 -2.64070 -1.98608
H -1.13304 1.88497 1.33878
N 0.82882 -2.13263 -0.27989
C -0.51767 2.66527 0.68416
N -0.34218 0.58586 -0.77285
H 0.12476 -2.67172 1.73698
H -0.27778 0.44109 -1.78455
H 0.49399 2.70526 1.26645
C 0.82595 -2.03349 1.11500
H -0.94204 3.72553 0.90551
H 1.82702 -2.26395 1.30758
H 0.42871 0.05087 -0.40899
H -0.74237 -3.42535 -0.37240
H 0.48359 2.65214 -1.13756
H 0.66488 -0.95281 1.37841
H -1.30481 2.19932 -1.36841
C -0.39965 2.08196 -0.72926
```

Net charge: -1
Energy above the lowest of the compared OMol25 structures with the same formula, charge and spin (kcal/mol): 50.8
2S+1: 2

These are the natural (NBO) partial charges, in e, on atoms 1 to 2: -0.417, 0.125

# 10
Molecular formula: C4H12N2
Method: DFT, the ωB97M-V functional and the def2-TZVPD basis

```
18
C4H12N2 (the ωB97M-V functional and the def2-TZVPD basis)
H -0.42046 0.70604 -1.18174
N 0.67494 -2.36286 0.72711
H 0.02209 -1.13111 -0.87449
H -2.60151 -0.07643 -0.05943
H -0.47954 -0.59713 0.67277
H -0.36940 2.98162 0.55238
C -2.20546 2.66384 -0.57170
N 0.01384 1.51628 -0.72575
C 0.34377 -1.14546 0.18784
H 2.82346 -1.59071 0.57282
H -2.92482 2.98299 0.24423
H 2.65681 -3.16390 1.53255
C 2.37799 -2.58311 0.68029
C -0.89501 2.32856 -0.17322
H -2.48381 -0.69078 -0.40261
H 2.72012 -3.14885 -0.34512
H 1.19549 -0.49896 0.13404
H -2.68758 2.57017 -1.59419
```

Net charge: -1
Energy above the lowest of the compared OMol25 structures with the same formula, charge and spin (kcal/mol): 94.2
2S+1: 2

These are the natural (NBO) partial charges, in e, on atoms 1 to 2: 0.285, -0.242

# 11
Molecular formula: C4H12N2
Method: DFT, the ωB97M-V functional and the def2-TZVPD basis

```
18
C4H12N2 (the ωB97M-V functional and the def2-TZVPD basis)
H -0.54709 -1.34131 0.80146
C 0.00224 -0.43460 0.80253
C -0.91855 0.24611 -1.44888
H 0.67413 0.25231 2.85809
C 1.05036 -0.34426 1.93924
H 1.40613 1.67667 0.49923
H -1.62505 -1.53535 -0.74904
N -1.93288 -0.79759 -1.25434
C 0.41805 0.13533 -0.57272
N 0.89438 1.59122 -0.39441
H -1.43050 1.23028 -1.13431
H 2.03363 0.11428 1.80159
H -0.80189 0.32631 -2.52837
H -0.87218 0.15100 1.20092
H 1.10936 -1.47324 2.33310
H 1.50707 1.76937 -1.10756
H 1.30665 -0.40182 -0.91856
H -2.27387 -1.16470 -2.12797
```

Net charge: -1
Energy above the lowest of the compared OMol25 structures with the same formula, charge and spin (kcal/mol): 35.4
2S+1: 2

These are the natural (NBO) partial charges, in e, on atoms 1 to 2: 0.196, -0.545

# 12
Molecular formula: C4H12N2
Method: DFT, the ωB97M-V functional and the def2-TZVPD basis

```
18
C4H12N2 (the ωB97M-V functional and the def2-TZVPD basis)
H -0.28283 -0.64068 0.67118
H -1.30272 -2.71130 1.25679
N -0.96454 -0.19125 2.60113
H 2.67725 1.52552 -3.59237
H -1.83950 -0.11637 3.09489
H 0.00726 1.72343 -1.56175
C 1.79985 0.70152 -1.79463
N 0.97213 1.72697 -1.25946
H 3.81423 0.59972 -2.53377
H -2.35352 -1.88860 0.08682
H -2.78490 -1.87266 1.78943
H -0.29225 0.53138 2.78809
H 1.47769 -0.33859 -1.68206
C 2.81984 1.03461 -2.63179
C -1.23622 -0.50372 1.19235
H -1.67428 0.39698 0.74970
H 1.10390 1.87204 -0.27400
C -1.94138 -1.84899 1.09947
```

SMILES string: C=CN.CCN
Energy above the lowest of the compared OMol25 structures with the same formula, charge and spin (kcal/mol): 79.6

These are the natural (NBO) partial charges, in e, on atoms 1 to 2: 0.182, 0.217